No. 1
Here is a single C3H8NOP molecule in a non-equilibrium geometry from the Open Molecules 2025 dataset. Energies are from ωB97M-V with the def2-TZVPD basis set.

## Properties
- LUMO energy (alpha / beta) (eV) = 0.341 / -0.913
- DFT total energy (eV) = -16064.138
- highest occupied orbital energy (alpha / beta) (eV) = -8.38 / -7.91
- energy relative to the best compared isomer or geometry (same formula, charge and spin) (kJ/mol) = 281.37
- HOMO-LUMO gap (alpha / beta) (eV) = 8.7207 / 7.0000

Structure (ORCA input):
```
! wB97M-V def2-TZVPD RIJCOSX def2/J DEFGRID3
* xyz 0 1
C -0.326 -0.558 -0.654
C -0.962 -0.433 0.706
C -0.690 -1.398 1.778
N 1.006 0.075 -0.651
O 0.733 2.195 -2.140
P 1.332 1.646 -0.674
H -0.160 -1.611 -0.900
H -0.969 -0.115 -1.424
H -1.275 0.563 0.996
H -0.455 -2.381 1.374
H -1.559 -1.458 2.435
H 0.145 -1.075 2.408
H 0.528 3.133 -2.153
H 2.653 1.416 -1.101
*
```

No. 2
Here is a single C7H8O4 molecule in a non-equilibrium geometry from the Open Molecules 2025 dataset. Energies are from ωB97M-V with the def2-TZVPD basis set.

## Properties
- LUMO energy (eV) = 0.592
- SMILES = COc1coc(CO)cc1=O
- DFT total energy (eV) = -15574.025
- highest occupied orbital energy (eV) = -8.73
- energy relative to the best compared isomer or geometry (same formula, charge and spin) (kJ/mol) = 439.31
- HOMO-LUMO gap (eV) = 9.3246

Structure (ORCA input):
```
! wB97M-V def2-TZVPD RIJCOSX def2/J DEFGRID3
* xyz 0 1
C -3.493 0.231 0.387
C -1.319 -0.359 -0.318
C -0.517 -1.427 -0.118
C 1.554 -0.189 0.058
C 3.024 -0.451 0.014
C 0.901 0.967 0.099
C -0.597 0.970 -0.131
H -2.755 0.320 1.467
H -4.555 -0.531 0.462
H -3.742 1.337 -0.200
H -0.920 -2.356 -0.025
H 3.278 -0.961 0.897
H 3.289 -1.099 -0.948
H 3.768 0.994 -1.007
H 1.437 1.834 0.368
O -2.627 -0.603 -0.607
O 0.802 -1.400 0.000
O 3.762 0.791 -0.119
O -1.290 1.932 -0.279
*
```

No. 3
Here is a single C6H12O2 molecule in a non-equilibrium geometry from the Open Molecules 2025 dataset. Energies are from ωB97M-V with the def2-TZVPD basis set.

## Properties
- LUMO energy (eV) = 0.855
- SMILES = CC(C)=CC(C)(O)O
- DFT total energy (eV) = -10511.008
- highest occupied orbital energy (eV) = -9.08
- energy relative to the best compared isomer or geometry (same formula, charge and spin) (kJ/mol) = 125.35
- HOMO-LUMO gap (eV) = 9.9395

Structure (ORCA input):
```
! wB97M-V def2-TZVPD RIJCOSX def2/J DEFGRID3
* xyz 0 1
C 1.313 0.229 0.350
C 2.024 -0.572 1.440
C -1.052 -0.155 -1.828
C -2.607 -0.088 0.193
C -1.198 -0.024 -0.340
C -0.180 0.169 0.529
O 1.747 -0.243 -0.899
O 1.699 1.585 0.424
H 1.402 0.412 -1.524
H 2.654 1.582 0.599
H -0.466 0.309 1.573
H 1.724 -1.625 1.425
H 3.110 -0.546 1.292
H 1.827 -0.158 2.435
H -0.489 0.686 -2.243
H -2.025 -0.140 -2.332
H -0.562 -1.097 -2.091
H -2.929 0.899 0.541
H -3.318 -0.424 -0.568
H -2.674 -0.798 1.025
*
```

No. 4
Here is C20H41BeN3S2Si2 as an isolated structure in a non-equilibrium geometry from the Open Molecules 2025 dataset. Energies are from ωB97M-V with the def2-TZVPD basis set.

## Properties
- LUMO energy (eV) = 0.260
- DFT total energy (eV) = -63706.383
- highest occupied orbital energy (eV) = -6.29
- HOMO-LUMO gap (eV) = 6.5483

Structure (ORCA input):
```
! wB97M-V def2-TZVPD RIJCOSX def2/J DEFGRID3
* xyz 0 1
Be 0.089 0.308 0.328
S 0.541 2.250 1.205
S 1.465 -0.047 -2.608
C -0.960 2.373 2.193
C 0.353 3.862 0.346
C -0.259 3.684 -1.031
N 0.476 2.619 -1.673
C 0.099 2.358 -3.036
C 1.107 1.395 -3.652
H 1.376 4.255 0.272
H -0.254 4.492 0.999
H -0.204 4.638 -1.591
H -1.320 3.395 -0.964
H 0.057 3.281 -3.647
H -0.913 1.920 -3.025
H 2.075 1.900 -3.786
H 0.732 1.007 -4.604
C 0.474 -1.217 -3.543
H 1.483 2.768 -1.584
H -0.590 -0.943 -3.562
H 0.594 -2.207 -3.095
H 0.913 -1.211 -4.547
H -1.009 1.519 2.873
H -1.855 2.415 1.562
H -0.838 3.300 2.763
C 3.558 0.740 0.092
C 3.419 1.872 -0.619
H 3.498 -0.246 -0.381
H 3.799 0.738 1.161
H 3.557 1.898 -1.710
H 3.308 2.837 -0.108
C -0.851 -1.090 3.173
Si 1.008 -0.819 2.912
C 1.717 0.653 3.813
C 1.872 -2.339 3.550
N 1.128 -0.657 1.157
C 1.009 -1.761 0.341
C 1.879 -2.862 0.390
C 1.433 -4.104 -0.067
C 0.182 -4.226 -0.692
C -0.635 -3.103 -0.913
C -0.235 -1.840 -0.409
N -0.974 -0.671 -0.395
Si -2.722 -0.656 -0.699
C -3.368 -1.937 0.500
C -3.374 1.002 -0.164
C -3.148 -1.011 -2.476
H -1.088 -1.087 4.247
H -1.125 -2.079 2.775
H -1.497 -0.350 2.679
H 1.723 0.402 4.885
H 2.758 0.827 3.511
H 1.171 1.598 3.690
H 1.456 -3.256 3.112
H 2.949 -2.304 3.337
H 1.734 -2.383 4.641
H 2.823 -2.708 0.913
H 2.080 -4.974 0.076
H -0.152 -5.209 -1.042
H -1.602 -3.204 -1.431
H -3.083 -1.672 1.527
H -4.464 -1.973 0.433
H -2.966 -2.937 0.296
H -2.944 1.845 -0.715
H -4.460 1.008 -0.340
H -3.217 1.173 0.906
H -2.876 -0.176 -3.137
H -2.672 -1.920 -2.864
H -4.238 -1.152 -2.547
*
```

Copy entry 2 word for word.
Here is a single C7H8O4 molecule in a non-equilibrium geometry from the Open Molecules 2025 dataset. Energies are from ωB97M-V with the def2-TZVPD basis set.

## Properties
- LUMO energy (eV) = 0.592
- SMILES = COc1coc(CO)cc1=O
- DFT total energy (eV) = -15574.025
- highest occupied orbital energy (eV) = -8.73
- energy relative to the best compared isomer or geometry (same formula, charge and spin) (kJ/mol) = 439.31
- HOMO-LUMO gap (eV) = 9.3246

Structure (ORCA input):
```
! wB97M-V def2-TZVPD RIJCOSX def2/J DEFGRID3
* xyz 0 1
C -3.493 0.231 0.387
C -1.319 -0.359 -0.318
C -0.517 -1.427 -0.118
C 1.554 -0.189 0.058
C 3.024 -0.451 0.014
C 0.901 0.967 0.099
C -0.597 0.970 -0.131
H -2.755 0.320 1.467
H -4.555 -0.531 0.462
H -3.742 1.337 -0.200
H -0.920 -2.356 -0.025
H 3.278 -0.961 0.897
H 3.289 -1.099 -0.948
H 3.768 0.994 -1.007
H 1.437 1.834 0.368
O -2.627 -0.603 -0.607
O 0.802 -1.400 0.000
O 3.762 0.791 -0.119
O -1.290 1.932 -0.279
*
```

Q: The highest DFT total energy belongs to which entry?
A: C6H12O2